Computed, not measured: 2 unconnected molecules or ions with the total composition C3H2BrF2I in a non-equilibrium geometry, with ωB97M-V/def2-TZVPD.

- DFT total energy: -3186.83484 Ha
- Energy relative to the best compared isomer or geometry (same formula, charge and spin): 59.0 kcal per mole
- HOMO-LUMO gap: 9.37 eV
- Highest occupied orbital energy: -9.389 eV

Bonds (Å) are listed after each position.
Positions of all 9 atoms, in Å:
1 C 1.595 0.251 0.230  C2 1.289, H8 1.142, H9 1.098
2 C 0.494 0.520 -0.383  C1 1.289, I7 2.070
3 C -1.238 -0.726 0.010  F4 1.312, F5 1.379, Br6 1.848
4 F -1.837 -0.865 -1.149  C3 1.312
5 F -0.681 -1.909 0.449  C3 1.379
6 Br -2.292 0.130 1.263  C3 1.848
7 I -0.110 2.310 -1.229  C2 2.070
8 H 2.395 1.066 0.206  C1 1.142
9 H 1.674 -0.778 0.604  C1 1.098